A) Below is 2 unconnected molecules or ions with the total composition C3H4NO, with properties calculated with ωB97M-V/def2-TZVPD.

Structure (ORCA input):
```
! wB97M-V def2-TZVPD RIJCOSX def2/J DEFGRID3
* xyz -1 1
C 0.22 0.12 0.42
C 0.99 0.96 0.77
C -0.37 -1.06 -0.36
N 1.56 2.97 1.65
O 1.33 3.09 2.89
H -1.34 -0.65 -0.79
H 0.28 -1.16 -1.15
H -0.28 -1.95 0.30
H 0.69 3.25 1.07
*
```

Output
LUMO level (alpha / beta): 4.2968 / 4.2968 eV
Kohn-Sham gap (alpha / beta): 0.2778 / 0.2777 Eh

Results of the Mulliken charge analysis, in e, for atoms 1 through 2: atom 1 (C): 0.76, atom 2 (C): -1.25

B) Below is a gas-phase ion, C3H4NO (charge -1), with properties calculated with ωB97M-V/def2-TZVPD.

Structure (ORCA input):
```
! wB97M-V def2-TZVPD RIJCOSX def2/J DEFGRID3
* xyz -1 1
C -0.53 0.48 -0.03
C -1.59 -0.34 0.02
C 0.87 0.47 -0.40
N 0.08 1.66 0.21
O 1.81 -0.82 0.08
H -2.43 -0.04 0.72
H -1.37 -1.37 -0.02
H 2.01 -0.60 0.94
H 1.15 0.57 -1.51
*
```

Output
LUMO level: 4.5651 eV
Kohn-Sham gap: 0.2603 Eh

Results of the Mulliken charge analysis, in e, for atoms 1 through 2: atom 1 (C): 0.26, atom 2 (C): -0.90

The structure with the greatest stability is B).

A) Below is 2 unconnected molecules or ions with the total composition C2H6N2, with properties calculated with ωB97M-V/def2-TZVPD.

Structure (ORCA input):
```
! wB97M-V def2-TZVPD RIJCOSX def2/J DEFGRID3
* xyz 0 1
C 1.02 -4.79 -1.46
N 1.78 -3.85 -1.89
H -0.06 -4.85 -1.51
H 1.60 -5.71 -1.35
H 1.40 -2.94 -1.60
C -1.46 4.19 1.48
N -0.35 4.41 2.05
H -2.19 3.53 1.95
H -1.84 4.79 0.65
H 0.10 5.24 1.67
*
```

Output
LUMO level: 1.1196 eV
Kohn-Sham gap: 0.3985 Eh
SMILES string: C=N.C=N

Results of the Mulliken charge analysis, in e, for atoms 1 through 2: atom 1 (C): -0.25, atom 2 (N): -0.45

B) Below is C2H6N2 in the gas phase, with properties calculated with ωB97M-V/def2-TZVPD.

Structure (ORCA input):
```
! wB97M-V def2-TZVPD RIJCOSX def2/J DEFGRID3
* xyz 0 1
C -0.19 -0.64 -0.01
C -0.79 0.71 -0.11
N 1.23 -0.48 -0.13
N 1.84 0.61 0.04
H -0.50 -0.91 1.02
H -0.68 -1.16 -0.84
H -1.82 0.76 -0.49
H -0.55 1.26 0.68
H 1.89 -1.18 0.16
H 1.23 1.36 -0.24
*
```

Output
LUMO level (alpha / beta): 0.9838 / -0.1721 eV
Kohn-Sham gap (alpha / beta): 0.3609 / 0.2494 Eh

Results of the Mulliken charge analysis, in e, for atoms 1 through 2: atom 1 (C): 0.02, atom 2 (C): -1.21

C) Below is 2 unconnected molecules or ions with the total composition C2H6N2, with properties calculated with ωB97M-V/def2-TZVPD.

Structure (ORCA input):
```
! wB97M-V def2-TZVPD RIJCOSX def2/J DEFGRID3
* xyz 0 1
C -1.67 3.30 -4.60
N -0.78 3.20 -3.71
H -1.88 2.55 -5.38
H -2.18 4.28 -4.82
H -1.10 3.54 -2.81
C 1.73 -3.15 4.07
N 0.63 -3.50 4.58
H 1.75 -2.13 3.64
H 2.69 -3.68 3.99
H 0.81 -4.40 5.05
*
```

Output
LUMO level: 0.9217 eV
Kohn-Sham gap: 0.3737 Eh
SMILES string: C=N.C=N

Results of the Mulliken charge analysis, in e, for atoms 1 through 2: atom 1 (C): -0.21, atom 2 (N): -0.47

D) Below is 2 unconnected molecules or ions with the total composition C2H6N2, with properties calculated with ωB97M-V/def2-TZVPD.

Structure (ORCA input):
```
! wB97M-V def2-TZVPD RIJCOSX def2/J DEFGRID3
* xyz 0 1
C 5.90 0.64 0.61
N 5.76 0.29 1.82
H 6.69 1.24 0.13
H 5.68 -0.09 -0.19
H 5.77 1.18 2.34
C -5.65 -0.52 -0.60
N -6.07 -0.37 -1.79
H -5.61 0.25 0.16
H -5.42 -1.56 -0.33
H -6.53 -1.24 -2.05
*
```

Output
LUMO level: 0.8669 eV
Kohn-Sham gap: 0.3919 Eh
SMILES string: C=N.C=N

Results of the Mulliken charge analysis, in e, for atoms 1 through 2: atom 1 (C): -0.26, atom 2 (N): -0.44

The structure with the greatest stability is A).

A) Below is C2H6N2 in the gas phase, with properties calculated with ωB97M-V/def2-TZVPD.

Structure (ORCA input):
```
! wB97M-V def2-TZVPD RIJCOSX def2/J DEFGRID3
* xyz 0 1
H 2.37 -1.45 -0.78
N 1.36 -1.43 -0.92
C 0.81 -0.61 -0.10
N -0.22 0.19 -0.46
C -1.11 0.78 0.52
H 1.16 -0.45 0.94
H -0.24 0.30 -1.46
H -2.05 0.21 0.55
H -1.42 1.78 0.20
H -0.65 0.68 1.49
*
```

Output
LUMO level: 1.0835 eV
Kohn-Sham gap: 0.3577 Eh
SMILES string: [H]/N=C/NC

Results of the Mulliken charge analysis, in e, for atoms 1 through 2: atom 1 (H): 0.23, atom 2 (N): -0.67

B) Below is 2 unconnected molecules or ions with the total composition C2H6N2, with properties calculated with ωB97M-V/def2-TZVPD.

Structure (ORCA input):
```
! wB97M-V def2-TZVPD RIJCOSX def2/J DEFGRID3
* xyz 0 1
C -2.46 -1.58 0.46
N -2.31 -1.54 -0.80
H -1.86 -1.03 1.19
H -3.25 -2.12 1.00
H -3.21 -1.48 -1.27
C 2.65 1.49 -0.45
N 1.95 1.39 0.59
H 2.71 0.78 -1.29
H 3.28 2.33 -0.81
H 2.49 1.78 1.37
*
```

Output
LUMO level: 1.1884 eV
Kohn-Sham gap: 0.3855 Eh
SMILES string: C=N.C=N

Results of the Mulliken charge analysis, in e, for atoms 1 through 2: atom 1 (C): -0.21, atom 2 (N): -0.49

The structure with the greatest stability is A).

A) Below is C2H6N2 in the gas phase, with properties calculated with ωB97M-V/def2-TZVPD.

Structure (ORCA input):
```
! wB97M-V def2-TZVPD RIJCOSX def2/J DEFGRID3
* xyz 0 1
N 1.62 -0.12 0.88
C 0.19 -0.14 0.62
C -0.30 -0.30 -0.63
N -1.30 0.50 -1.18
H 1.69 0.65 1.54
H 1.95 -0.90 1.47
H -0.51 0.05 1.45
H 0.31 -0.82 -1.37
H -2.13 0.68 -0.63
H -1.52 0.39 -2.15
*
```

Output
LUMO level: 1.2205 eV
Kohn-Sham gap: 0.3221 Eh
SMILES string: N/C=C/N

Results of the Mulliken charge analysis, in e, for atoms 1 through 2: atom 1 (N): -0.62, atom 2 (C): -0.37

B) Below is C2H6N2 in the gas phase, with properties calculated with ωB97M-V/def2-TZVPD.

Structure (ORCA input):
```
! wB97M-V def2-TZVPD RIJCOSX def2/J DEFGRID3
* xyz 0 1
H -0.63 -2.47 1.47
N -0.86 -1.77 0.75
C -0.18 -0.65 0.92
N -0.50 0.15 -0.26
C 0.52 1.06 -0.79
H 0.55 -0.41 1.63
H -1.40 0.01 -0.68
H 0.24 1.34 -2.00
H 1.55 0.68 -0.78
H 0.70 2.04 -0.24
*
```

Output
LUMO level: 1.0837 eV
Kohn-Sham gap: 0.3508 Eh
SMILES string: [H]/N=C/NC

Results of the Mulliken charge analysis, in e, for atoms 1 through 2: atom 1 (H): 0.21, atom 2 (N): -0.63

C) Below is C2H6N2 in the gas phase, with properties calculated with ωB97M-V/def2-TZVPD.

Structure (ORCA input):
```
! wB97M-V def2-TZVPD RIJCOSX def2/J DEFGRID3
* xyz 0 1
H 1.61 1.63 -0.01
N 0.59 1.54 -0.02
C 0.22 0.30 0.01
C -1.27 0.01 -0.01
N 1.03 -0.82 -0.05
H -1.69 0.53 -0.87
H -1.49 -1.07 -0.16
H -1.70 0.37 0.94
H 0.67 -1.77 0.08
H 2.02 -0.70 0.07
*
```

Output
LUMO level: 0.9615 eV
Kohn-Sham gap: 0.3733 Eh
SMILES string: [H]/N=C(/C)N

Results of the Mulliken charge analysis, in e, for atoms 1 through 2: atom 1 (H): 0.19, atom 2 (N): -0.65

D) Below is C2H6N2 in the gas phase, with properties calculated with ωB97M-V/def2-TZVPD.

Structure (ORCA input):
```
! wB97M-V def2-TZVPD RIJCOSX def2/J DEFGRID3
* xyz 0 1
H 0.96 -1.40 -0.15
N 1.56 -0.55 0.00
C 0.82 0.46 0.01
N -0.54 0.64 0.06
C -1.42 -0.44 0.00
H 1.34 1.41 -0.03
H -0.86 1.57 -0.37
H -2.45 -0.20 -0.28
H -1.14 -1.28 -0.75
H -1.47 -0.84 1.05
*
```

Output
LUMO level: 0.8754 eV
Kohn-Sham gap: 0.3703 Eh
SMILES string: [H]/N=C\NC

Results of the Mulliken charge analysis, in e, for atoms 1 through 2: atom 1 (H): 0.23, atom 2 (N): -0.63

The structure with the greatest stability is C).